Computed, not measured: C3H5N in the gas phase in a non-equilibrium geometry, with ωB97M-V/def2-TZVPD.

```
9
Properties=species:S:1:pos:R:3:forces:R:3:lowdin_charge:R:1
C -1.38843 -0.39602 -0.34263 0.6 0.1 0.8 -0.355
C -0.29018 0.33347 0.43194 -1.0 0.2 -1.5 -0.089
C 1.13371 0.03216 0.16949 0.1 -0.2 0.2 -0.128
N -1.55482 0.20157 -1.41173 0.4 0.1 0.6 0.171
H -1.86175 -1.29689 0.04492 -0.2 -0.2 -0.2 0.093
H -0.55146 1.33697 0.73162 -0.1 0.1 0.2 0.081
H 1.52117 -0.48899 1.05255 0.2 0.0 0.0 0.079
H 1.74976 0.91571 0.00209 -0.1 0.0 0.0 0.074
H 1.24200 -0.63799 -0.67826 0.1 -0.1 -0.1 0.075
```
Positions in Å, forces in eV/Å.

- HOMO level (spin up / spin down): -9.29 / -8.66 eV
- Kohn-Sham gap (spin up / spin down): 9.40 / 8.66 eV
- ΔE to the lowest compared entry with this formula, charge and spin: 3.382 eV